[1]
# C35H45AsN5O2PtS2

A structure of composition C35H45AsN5O2PtS2 (the ωB97M-V functional and the def2-TZVPD basis, the Open Molecules 2025 dataset).

The orbital gap (spin up / spin down) comes out at 7.849 / 6.404 eV. Its strongest force on any atom is 0.18 eV/A. Its multiplicity is 5. The molar mass is 901.91 g/mol. The energy above the lowest of the compared OMol25 structures with the same formula, charge and spin is 24.5 kJ/mol. The total charge is +1. The expectation value of S² is 6.050.

Element x y z (Å)
Pt: 0.747 -0.523 0.186
C: 4.041 -4.535 -1.900
C: 2.685 -5.217 -1.807
N: 1.552 -4.286 -1.911
C: 0.786 -4.300 -3.161
C: 1.430 -3.459 -4.250
C: 1.257 -3.502 -0.873
S: -0.083 -2.375 -1.031
N: 1.933 -3.710 0.245
C: 2.324 -2.868 1.175
O: 2.415 -1.600 1.055
C: 2.773 -3.451 2.467
C: 3.166 -2.603 3.500
C: 3.566 -3.131 4.717
C: 3.573 -4.506 4.908
C: 3.182 -5.355 3.881
C: 2.785 -4.831 2.663
H: 4.832 -5.283 -1.834
H: 4.178 -3.828 -1.083
H: 4.156 -4.006 -2.847
H: 2.595 -5.750 -0.861
H: 2.567 -5.939 -2.614
H: -0.224 -3.953 -2.956
H: 0.707 -5.341 -3.473
H: 1.488 -2.415 -3.939
H: 0.838 -3.511 -5.164
H: 2.436 -3.808 -4.482
H: 3.157 -1.534 3.338
H: 3.872 -2.471 5.518
H: 3.885 -4.918 5.859
H: 3.189 -6.426 4.031
H: 2.479 -5.482 1.856
C: -2.782 6.545 0.287
C: -2.698 5.728 1.567
N: -1.390 5.079 1.762
C: -0.445 5.696 2.694
C: 0.367 6.819 2.069
C: -1.077 4.006 1.044
S: 0.493 3.280 1.215
N: -1.995 3.504 0.218
C: -1.620 2.436 -0.488
O: -0.445 1.967 -0.478
C: -2.662 1.767 -1.307
C: -2.411 0.510 -1.847
C: -3.399 -0.153 -2.558
C: -4.637 0.447 -2.744
C: -4.888 1.707 -2.216
C: -3.907 2.366 -1.496
H: -3.766 7.009 0.215
H: -2.640 5.907 -0.584
H: -2.033 7.336 0.267
H: -3.461 4.952 1.569
H: -2.856 6.360 2.440
H: 0.213 4.914 3.077
H: -1.025 6.063 3.540
H: 0.915 6.463 1.196
H: 1.088 7.200 2.793
H: -0.271 7.648 1.764
H: -1.447 0.046 -1.692
H: -3.203 -1.138 -2.961
H: -5.413 -0.071 -3.292
H: -5.858 2.165 -2.353
H: -4.094 3.340 -1.065
C: -0.375 -0.557 2.345
C: -1.735 -0.425 1.981
C: -2.461 -1.535 1.479
C: -3.766 -1.395 1.076
C: -4.395 -0.147 1.176
C: -3.710 0.955 1.700
C: -2.400 0.820 2.092
C: -5.746 0.009 0.724
N: -6.827 0.145 0.355
H: 0.032 -1.552 2.500
H: 0.128 0.268 2.836
H: -1.967 -2.493 1.396
H: -4.315 -2.238 0.679
H: -4.210 1.911 1.771
H: -1.858 1.668 2.491
C: 1.064 0.699 -3.197
As: 2.056 0.479 -1.557
C: 2.901 2.190 -1.275
C: 3.509 -0.706 -2.008
H: 1.735 1.037 -3.986
H: 0.276 1.432 -3.035
H: 0.617 -0.256 -3.469
H: 3.518 2.418 -2.143
H: 3.522 2.148 -0.382
H: 2.133 2.949 -1.148
H: 4.086 -0.300 -2.838
H: 3.100 -1.678 -2.283
H: 4.145 -0.829 -1.132

[2]
# C35H45BaN4O3PS2

A structure of composition C35H45BaN4O3PS2 (the ωB97M-V functional and the def2-TZVPD basis, the Open Molecules 2025 dataset).

The orbital gap comes out at 6.522 eV. Its strongest force on any atom is 0.26 eV/A. Its multiplicity is 1. The molar mass is 802.21 g/mol. The energy above the lowest of the compared OMol25 structures with the same formula, charge and spin is 9.4 kJ/mol.

Element x y z (Å)
Ba: 0.208 -0.107 -1.205
C: 4.741 -2.865 -0.138
C: 3.763 -2.226 -1.119
C: 2.418 -2.958 -1.074
P: 3.441 -0.410 -0.857
C: 4.828 0.460 -1.742
C: 4.853 1.927 -1.313
C: 6.230 -0.146 -1.747
C: 3.645 -0.152 0.929
C: 4.877 -0.024 1.572
C: 4.994 0.209 2.933
C: 6.336 0.345 3.600
C: 3.808 0.308 3.663
C: 2.571 0.176 3.068
C: 2.446 -0.067 1.683
N: 1.250 -0.216 1.049
C: 0.036 -0.006 1.737
C: -0.585 1.254 1.683
C: 0.184 2.452 1.170
C: -1.903 1.404 2.115
C: -2.615 0.341 2.647
C: -4.055 0.495 3.052
C: -1.958 -0.887 2.776
C: -0.659 -1.083 2.326
C: 0.011 -2.424 2.439
H: 4.907 -3.913 -0.402
H: 4.338 -2.831 0.875
H: 5.707 -2.364 -0.123
H: 4.165 -2.299 -2.137
H: 1.896 -2.752 -0.135
H: 2.556 -4.039 -1.147
H: 1.768 -2.669 -1.906
H: 4.472 0.430 -2.780
H: 5.228 2.031 -0.294
H: 3.853 2.368 -1.337
H: 5.499 2.507 -1.975
H: 6.704 -0.110 -0.767
H: 6.867 0.420 -2.432
H: 6.228 -1.182 -2.084
H: 5.788 -0.105 0.991
H: 7.143 0.294 2.868
H: 6.504 -0.449 4.332
H: 6.428 1.296 4.128
H: 3.858 0.495 4.731
H: 1.672 0.263 3.667
H: 1.258 2.327 1.301
H: -0.130 3.346 1.710
H: -0.017 2.662 0.114
H: -2.389 2.369 2.012
H: -4.474 1.419 2.658
H: -4.160 0.493 4.139
H: -4.657 -0.327 2.659
H: -2.492 -1.726 3.213
H: -0.558 -3.085 3.093
H: 1.022 -2.321 2.834
H: 0.086 -2.901 1.459
N: 0.725 2.248 -3.133
C: -0.656 2.447 -2.825
C: -1.595 1.509 -3.263
C: -2.878 1.516 -2.738
C: -3.235 2.440 -1.767
C: -2.333 3.423 -1.398
C: -1.051 3.437 -1.935
S: -4.816 2.297 -0.935
O: -5.785 2.214 -2.007
O: -4.896 3.460 -0.081
O: -4.664 1.036 -0.189
H: 1.295 3.045 -2.881
H: 0.897 2.016 -4.103
H: -1.313 0.763 -4.003
H: -3.606 0.784 -3.065
H: -2.643 4.163 -0.671
H: -0.339 4.194 -1.625
N: -2.689 -0.874 -0.345
C: -2.625 -1.920 -1.176
S: -1.214 -2.879 -1.298
N: -3.673 -2.173 -1.973
C: -5.022 -1.769 -1.682
C: -5.591 -2.150 -0.472
C: -6.883 -1.757 -0.176
C: -7.604 -0.994 -1.088
C: -7.034 -0.630 -2.294
C: -5.736 -1.018 -2.596
H: -2.129 -0.928 0.499
H: -3.510 -0.236 -0.307
H: -3.528 -2.939 -2.613
H: -5.012 -2.743 0.226
H: -7.329 -2.036 0.769
H: -8.606 -0.669 -0.845
H: -7.575 -0.005 -2.989
H: -5.279 -0.718 -3.531